Entry 1:
Computed, not measured: a 2-piece molecular cluster, C3H10N2O2 overall, with ωB97M-V/def2-TZVPD.

Structure (XYZ):
```
17
Properties=species:S:1:pos:R:3:forces:R:3:lowdin_charge:R:1
C -0.6933 1.0541 -0.9176 -1.663 0.061 -1.143 -0.0546
C -0.5800 -0.4240 -0.5572 1.566 0.228 0.993 -0.3938
N -1.8427 -1.1109 -0.5749 -1.103 -0.157 -0.330 0.0304
C 0.0372 -0.4409 0.8621 -1.211 -0.287 -0.471 -0.5294
N -0.8831 -0.3999 1.8696 0.994 -0.194 -0.110 0.1693
O 1.2323 -0.4597 1.0444 0.461 0.048 0.002 0.0544
H -1.5950 1.4651 -0.4503 0.284 -0.007 0.371 0.0849
H 0.1600 1.6911 -0.7277 0.233 -0.228 0.212 0.0666
H -0.9453 1.1410 -1.9832 0.312 -0.015 -0.010 0.0841
H 0.1782 -0.9138 -1.1775 0.070 0.082 -0.078 0.1370
H -2.1905 -1.2582 -1.5160 0.008 0.459 -0.073 0.0843
H -1.8185 -2.0487 -0.2011 0.458 -0.069 0.291 0.0817
H -0.4810 -0.6588 2.7614 -0.572 0.231 0.065 0.1142
H -1.8554 -0.5106 1.6340 -0.007 -0.102 0.209 0.0892
O 2.4716 1.4951 -1.3033 -0.329 0.289 -0.739 -0.0493
H 3.1304 1.4974 -0.6205 0.414 -0.111 0.553 0.0314
H 1.9649 0.6927 -1.1673 0.083 -0.229 0.257 -0.0004
```
Positions in Å, forces in eV/Å.

Results
orbital gap: 10.7 eV
SMILES: C[C@H](N)C(N)=O.O
spin multiplicity: 1


Entry 2:
Computed, not measured: one molecule with the formula C3H3NO, with ωB97M-V/def2-TZVPD.

Structure (XYZ):
```
8
Properties=species:S:1:pos:R:3:forces:R:3:lowdin_charge:R:1
O -0.1860 1.1692 -0.6767 -0.036 -0.086 0.012 0.0668
C -0.7730 0.5566 0.3074 0.047 -0.087 0.050 -0.1256
C -0.0950 -0.6453 0.5050 -0.229 -0.040 0.264 -0.0101
C 0.9672 0.2336 -0.7591 0.875 -0.012 -0.681 -0.4111
N 1.9603 0.0988 -1.3771 -0.781 0.098 0.533 0.1268
H -1.5953 1.0646 0.8028 0.101 -0.062 -0.037 0.1414
H -0.2760 -1.3742 -0.2902 0.039 0.133 -0.002 0.1194
H -0.0023 -1.1033 1.4879 -0.015 0.057 -0.139 0.0924
```
Positions in Å, forces in eV/Å.

Results
orbital gap (alpha / beta): 7.9 / 7.9 eV
spin multiplicity: 1


Entry 3:
Computed, not measured: C42H35BaBrN11O3S2 as an isolated structure, with ωB97M-V/def2-TZVPD.

Structure (XYZ):
```
95
Properties=species:S:1:pos:R:3:forces:R:3:lowdin_charge:R:1
Ba 0.0166 -0.0699 0.0174 -0.400 -0.427 -0.223 1.8365
C -1.7219 -4.1617 -4.3428 0.016 -0.018 0.008 -0.0670
C -2.2657 -3.0164 -4.9138 0.002 0.045 0.004 -0.0668
C -1.8576 -1.7632 -4.4872 -0.013 -0.097 -0.059 -0.0286
C -0.9147 -1.6744 -3.4702 0.059 0.070 -0.013 -0.2743
C -0.3809 -2.8104 -2.8766 -0.043 0.002 -0.038 -0.0395
C -0.7742 -4.0595 -3.3324 0.000 0.002 0.004 -0.0805
N -0.4502 -0.4220 -2.9698 0.073 0.011 0.035 0.0048
N -0.4362 0.4860 -3.8088 -0.033 0.071 0.024 0.0976
C 0.0148 1.7540 -3.3196 -0.040 -0.040 -0.067 -0.3171
C 0.3106 2.6977 -4.2870 0.015 0.015 0.034 0.0077
C 0.7666 3.9387 -3.8674 -0.006 0.000 -0.013 -0.0353
C 0.8878 4.1809 -2.5107 0.012 0.008 0.008 -0.0306
C 0.5476 3.1718 -1.6192 -0.009 -0.004 -0.009 -0.1125
N 0.1185 1.9737 -2.0117 -0.027 0.098 0.027 0.0059
H -2.0378 -5.1363 -4.6908 0.007 -0.003 0.003 0.1116
H -3.0053 -3.1030 -5.6985 0.000 0.000 0.002 0.1116
H -2.2605 -0.8608 -4.9261 0.002 -0.005 0.011 0.1116
H 0.3610 -2.7090 -2.0935 -0.001 -0.016 0.001 0.0868
H -0.3373 -4.9514 -2.9021 0.001 -0.005 -0.005 0.1121
H 0.1874 2.4462 -5.3304 0.000 -0.007 0.002 0.1193
H 1.0184 4.7022 -4.5909 0.000 0.003 0.004 0.1180
H 1.2338 5.1340 -2.1370 0.000 0.001 0.000 0.1153
H 0.6175 3.3319 -0.5485 0.000 0.000 0.004 0.1017
Br 7.4106 -0.0140 5.8345 -0.001 0.003 0.004 0.7296
C 7.3367 -1.2653 4.4142 0.013 0.000 -0.008 -0.6980
C 8.4040 -1.3716 3.5386 -0.001 0.001 0.002 -0.1163
C 8.3340 -2.2788 2.4909 -0.014 0.007 0.003 -0.0282
C 7.1851 -3.0308 2.3049 -0.027 -0.051 -0.049 -0.2837
C 6.1380 -2.9513 3.2147 0.003 0.033 0.036 -0.0290
C 6.2140 -2.0669 4.2764 -0.015 -0.012 0.004 -0.1232
N 7.1457 -3.9869 1.2272 -0.005 0.043 -0.051 0.0876
N 6.2419 -3.9513 0.3814 -0.004 -0.012 0.063 0.0777
C 5.2871 -2.8798 0.3667 0.048 -0.044 0.001 -0.2498
C 5.6478 -1.5590 0.3105 -0.041 0.035 -0.004 -0.0200
C 4.6899 -0.5387 0.2716 0.052 -0.021 0.008 -0.0003
C 3.3293 -0.8104 0.3104 -0.064 0.010 0.041 -0.4055
O 2.4168 0.1121 0.3616 0.329 0.039 0.031 -0.4057
C 2.9403 -2.2063 0.2990 0.027 0.000 0.062 -0.1541
N 1.6050 -2.4863 0.2960 0.036 0.033 -0.030 0.0061
C 1.2248 -3.7447 0.3001 -0.004 0.012 -0.012 -0.1653
C 2.1213 -4.8268 0.3045 0.002 -0.004 0.004 -0.0400
C 3.4634 -4.5686 0.3119 -0.008 -0.009 0.000 0.0115
C 3.9158 -3.2300 0.3104 0.022 0.017 0.011 -0.1031
H 9.2839 -0.7588 3.6754 -0.001 -0.001 0.001 0.1048
H 9.1618 -2.3887 1.8025 -0.002 -0.003 -0.003 0.1202
H 5.2625 -3.5753 3.0870 0.005 0.001 -0.002 0.1195
H 5.4069 -1.9972 4.9927 -0.001 -0.002 0.000 0.0991
H 6.6964 -1.2930 0.3016 0.023 -0.007 0.008 0.1204
H 5.0039 0.4965 0.2268 -0.009 0.004 -0.002 0.1142
H 0.1529 -3.9201 0.2898 0.002 -0.008 0.000 0.0739
H 1.7429 -5.8399 0.3014 0.002 -0.001 0.000 0.1073
H 4.1898 -5.3709 0.3116 0.003 0.001 0.001 0.1171
S -5.9938 -0.0939 5.8973 0.006 -0.029 -0.032 1.0444
N -5.9700 0.5893 4.4368 0.018 0.018 0.024 -0.2085
C -4.8165 0.2571 3.8805 -0.016 -0.006 -0.011 -0.3030
C -4.3709 0.6514 2.5582 0.003 -0.019 0.013 -0.0738
C -5.1393 1.4555 1.7166 -0.009 0.011 -0.012 0.0251
C -4.6462 1.7860 0.4757 0.000 0.004 -0.007 -0.0221
C -3.3987 1.2869 0.1110 -0.038 -0.043 0.043 -0.1413
N -2.6627 0.5123 0.8933 0.032 0.075 0.030 -0.0008
C -3.1215 0.2006 2.1148 0.000 0.009 0.008 -0.1554
C -2.2660 -0.6371 2.9854 -0.044 -0.030 0.007 -0.1665
N -1.0705 -1.0221 2.5130 0.011 0.070 0.014 0.0034
C -0.3015 -1.7888 3.2700 -0.013 0.013 0.017 -0.1292
C -0.6657 -2.2205 4.5444 -0.004 -0.014 0.009 -0.0235
C -1.8851 -1.8269 5.0441 0.015 0.009 -0.003 0.0213
C -2.7073 -1.0195 4.2574 0.000 -0.018 -0.018 -0.0766
C -4.0081 -0.5605 4.7058 -0.010 -0.014 0.020 -0.3023
N -4.5617 -0.8352 5.8758 0.005 0.033 0.005 -0.2088
H -6.1048 1.8062 2.0568 0.000 -0.003 0.004 0.1261
H -5.2031 2.4131 -0.2058 -0.001 0.000 0.002 0.1152
H -2.9824 1.5218 -0.8652 0.010 0.013 0.008 0.1105
H 0.6523 -2.0809 2.8412 0.001 0.003 -0.004 0.1039
H 0.0014 -2.8499 5.1162 0.002 -0.001 -0.001 0.1140
H -2.2230 -2.1286 6.0267 -0.004 0.002 0.001 0.1252
N 3.1977 2.1933 3.7427 -0.007 -0.002 -0.009 0.0296
C 2.0586 1.4573 3.2065 -0.012 -0.008 0.013 -0.1437
C 1.2152 2.3599 2.3212 0.036 0.044 -0.044 -0.5324
O 1.6416 3.5978 2.2264 0.021 -0.004 0.001 0.1399
O 0.2240 1.9753 1.7263 0.063 0.070 0.075 -0.1158
H 3.2090 2.2222 4.7519 -0.001 0.001 0.000 0.0938
H 2.4580 3.6224 2.7896 0.000 0.000 -0.004 0.1099
H 4.0793 1.8129 3.4266 -0.004 0.001 0.001 0.0942
H 1.4035 1.0652 3.9866 0.007 -0.002 0.003 0.1342
H 2.3621 0.6254 2.5676 0.002 0.010 0.002 0.1060
C -2.6362 -4.5620 -0.1821 0.046 -0.045 0.017 -0.3909
S -2.5637 -2.7925 0.1417 -0.036 0.124 -0.063 0.7381
C -3.5990 -2.2352 -1.2252 -0.076 -0.039 0.024 -0.3739
H -3.6653 -4.9133 -0.1251 -0.002 0.008 0.005 0.0446
H -2.0530 -5.0691 0.5853 -0.007 0.003 0.007 0.0347
H -2.2218 -4.7927 -1.1626 -0.006 0.003 0.000 0.0191
H -3.1870 -2.5596 -2.1789 0.013 -0.013 -0.012 0.0164
H -3.6305 -1.1473 -1.1977 0.008 0.000 -0.005 0.0150
H -4.6140 -2.6148 -1.1128 0.005 -0.004 0.005 0.0491
```
Positions in Å, forces in eV/Å.

Results
orbital gap: 5.9 eV
total charge: +1
spin multiplicity: 1


no.,maximum force (hartree/bohr)
1,0.039
2,0.022
3,0.012